[1]
# C14H32BClO5P

A cluster of 3 separate species, C14H32BClO5P in total in a non-equilibrium geometry (ωB97M-V with the def2-TZVPD basis set, the Open Molecules 2025 dataset).

Positions of all 54 atoms, in Å:
C 2.69 -4.02 4.36
C 2.17 -3.75 3.17
C 1.61 -3.08 1.79
P 0.51 -1.53 2.27
Cl -0.65 0.11 3.02
C 2.13 -0.61 2.78
C 2.12 0.85 2.67
B -1.09 -2.53 1.88
C -1.90 -3.20 3.13
O -1.63 -2.77 0.53
H 2.94 -3.97 5.48
H 2.47 -2.79 1.07
H 0.96 -3.88 1.26
H 0.47 -2.10 3.62
H 0.60 -0.98 0.94
H 3.10 -1.12 3.13
H 1.86 1.24 1.60
H 2.30 1.54 3.57
H -2.18 -2.35 3.86
H -2.86 -3.74 2.74
H -1.29 -4.05 3.65
H -2.14 -1.96 0.29
C -5.13 1.00 0.15
O -4.37 -0.02 -0.47
C -5.18 -1.03 -1.06
C -5.32 -0.82 -2.57
O -6.02 0.39 -2.87
C -5.14 1.46 -3.19
H -4.48 1.86 0.31
H -5.98 1.32 -0.47
H -5.49 0.66 1.12
H -6.17 -1.07 -0.58
H -4.69 -1.99 -0.89
H -5.91 -1.64 -2.99
H -4.34 -0.83 -3.06
H -4.81 1.35 -4.23
H -4.28 1.51 -2.53
H -5.70 2.40 -3.11
C 5.48 1.79 -0.44
O 4.12 2.18 -0.49
C 3.95 3.51 -0.98
C 3.57 3.52 -2.46
O 4.62 3.01 -3.27
C 4.41 1.65 -3.63
H 5.52 0.71 -0.36
H 6.04 2.10 -1.33
H 5.95 2.23 0.45
H 4.85 4.11 -0.80
H 3.13 3.95 -0.41
H 3.40 4.56 -2.77
H 2.64 2.96 -2.63
H 3.70 1.59 -4.46
H 4.06 1.04 -2.80
H 5.37 1.24 -3.98

2S+1 ... 1
Gap between HOMO and LUMO ... 0.2145 hartree
Net charge ... -1
DFT total energy ... -1754.8988 Eh
Lowest unoccupied orbital energy ... 2.6 eV
Energy relative to the best compared isomer or geometry (same formula, charge and spin) ... 155.0 kJ/mol

[2]
# C14H32Ba2CuN2O10

A structure of composition C14H32Ba2CuN2O10 in a non-equilibrium geometry (ωB97M-V with the def2-TZVPD basis set, the Open Molecules 2025 dataset).

Positions of all 61 atoms, in Å:
Cu 3.63 -1.05 -1.50
Ba -3.24 -0.44 -0.09
Ba 0.17 -2.56 -2.21
O 0.66 0.74 1.08
C 0.63 -0.03 0.03
O 1.70 -0.38 -0.55
O -0.48 -0.51 -0.38
H -0.24 0.75 1.50
O -1.08 2.44 2.77
C -2.19 1.68 2.95
O -2.33 0.67 2.16
O -3.00 1.99 3.82
H -1.24 3.14 3.43
C 5.19 1.57 -2.32
O 5.31 0.51 -1.39
C 5.48 0.89 -0.03
C 5.53 -0.37 0.81
N 4.28 -1.12 0.65
C 4.30 -2.55 1.03
C 4.85 -2.78 2.45
O 3.85 -2.33 3.32
C 4.19 -2.60 4.68
H 6.07 2.21 -2.23
H 4.29 2.16 -2.09
H 5.14 1.24 -3.35
H 4.62 1.52 0.22
H 6.44 1.40 0.09
H 5.74 -0.19 1.86
H 6.36 -0.96 0.42
H 3.47 -0.57 0.88
H 4.78 -3.17 0.28
H 3.24 -2.81 1.19
H 5.83 -2.33 2.64
H 5.05 -3.85 2.55
H 5.13 -2.11 4.95
H 4.31 -3.68 4.84
H 3.38 -2.33 5.34
C -6.23 -2.84 -0.60
O -5.56 -1.72 -1.18
C -6.37 -1.06 -2.15
C -5.65 0.09 -2.80
N -5.05 1.00 -1.78
C -4.27 2.02 -2.56
C -3.48 2.97 -1.68
O -2.66 2.23 -0.79
C -1.38 2.82 -0.62
H -5.58 -3.24 0.18
H -6.37 -3.63 -1.34
H -7.20 -2.57 -0.19
H -7.30 -0.77 -1.65
H -6.72 -1.77 -2.92
H -6.42 0.60 -3.39
H -4.89 -0.20 -3.52
H -5.85 1.49 -1.39
H -4.98 2.69 -3.06
H -3.71 1.48 -3.32
H -4.21 3.54 -1.10
H -2.97 3.69 -2.32
H -1.41 3.91 -0.56
H -0.68 2.52 -1.41
H -0.91 2.57 0.34

2S+1 ... 1
Gap between HOMO and LUMO ... 0.1488 hartree
Net charge ... +3
DFT total energy ... -3105.1709 Eh
Lowest unoccupied orbital energy ... -11.0 eV

[3]
# C14H32BiN6O6S

A structure of composition C14H32BiN6O6S in a non-equilibrium geometry (ωB97M-V with the def2-TZVPD basis set, the Open Molecules 2025 dataset).

Positions of all 60 atoms, in Å:
O -2.95 -5.17 -0.08
H -2.82 -5.05 -1.04
Bi -0.30 -2.03 -0.21
N -1.87 -1.78 1.63
N -2.09 -0.83 -0.89
N 1.66 -1.98 0.88
N 1.10 -0.58 -1.26
O -1.73 -2.28 2.77
O 1.98 -2.97 1.85
O 0.82 0.16 -2.40
O -2.10 -0.02 -1.88
C -3.24 -1.19 -0.25
C -3.12 -1.79 1.02
C 2.69 -1.39 0.27
C 2.38 -0.59 -0.87
C -4.11 -2.55 1.79
H -3.81 -3.60 1.85
H -5.08 -2.52 1.32
H -4.18 -2.18 2.81
C -4.50 -1.02 -1.01
H -4.40 -1.46 -2.00
H -4.72 0.04 -1.18
H -5.33 -1.48 -0.50
C 4.03 -1.58 0.82
C 3.44 0.18 -1.59
H 4.03 -2.47 1.45
H 4.32 -0.73 1.45
H 4.81 -1.68 0.06
H 3.01 0.99 -2.17
H 4.03 -0.45 -2.28
H 4.19 0.60 -0.89
H 1.14 -3.22 2.30
H -0.14 0.37 -2.37
C -0.18 -3.22 -2.09
H -0.76 -4.10 -1.79
H 0.88 -3.42 -2.31
H -0.66 -2.69 -2.92
O -0.42 -5.54 1.94
H -1.26 -5.88 1.59
H 0.04 -5.24 1.13
C 2.88 4.57 1.42
C 2.38 3.95 0.14
N 1.69 2.65 0.46
C 0.41 2.26 0.39
S -0.05 0.83 1.16
N -0.46 3.10 -0.32
C -0.76 4.48 0.21
C -1.00 5.40 -0.96
H 2.05 4.75 2.09
H 3.41 5.51 1.26
H 3.56 3.89 1.92
H 1.77 4.62 -0.47
H 3.22 3.65 -0.50
H 2.28 1.95 0.90
H -1.34 2.63 -0.56
H -1.65 4.38 0.83
H 0.03 4.85 0.88
H -1.89 5.07 -1.50
H -1.15 6.44 -0.68
H -0.15 5.34 -1.64

2S+1 ... 1
Gap between HOMO and LUMO (alpha / beta) ... 0.1101 / 0.1306 hartree
Net charge ... +1
DFT total energy ... -1944.7252 Eh
Lowest unoccupied orbital energy (alpha / beta) ... -5.9 / -5.5 eV
Energy relative to the best compared isomer or geometry (same formula, charge and spin) ... 390.4 kJ/mol

[4]
# C14H32CoN4O6

A structure of composition C14H32CoN4O6 in a non-equilibrium geometry (ωB97M-V with the def2-TZVPD basis set, the Open Molecules 2025 dataset).

Positions of all 57 atoms, in Å:
Co 18.22 -5.54 -27.88
O 20.01 -4.44 -27.69
C 20.01 -3.43 -28.76
C 18.87 -3.70 -29.88
O 17.65 -4.40 -29.64
H 21.01 -3.31 -29.18
H 19.87 -2.42 -28.40
H 19.19 -4.29 -30.74
H 18.74 -2.78 -30.44
C 16.49 -3.57 -26.08
O 17.12 -4.45 -26.59
N 17.04 -2.43 -25.55
C 16.21 -1.33 -25.08
C 18.46 -2.15 -25.57
H 15.40 -3.65 -25.96
H 16.43 -0.36 -25.53
H 16.30 -1.13 -24.01
H 15.12 -1.34 -24.98
H 18.96 -2.05 -24.61
H 19.20 -2.89 -25.85
H 18.72 -1.27 -26.16
C 19.81 -8.27 -28.72
O 19.15 -7.27 -28.89
N 19.48 -9.41 -28.05
C 20.58 -10.36 -27.88
C 18.28 -9.73 -27.31
H 20.82 -8.43 -29.14
H 21.54 -9.94 -28.19
H 20.48 -11.36 -28.31
H 20.60 -10.67 -26.83
H 17.67 -10.43 -27.88
H 18.67 -10.22 -26.43
H 17.76 -8.87 -26.89
C 18.66 -6.68 -25.01
O 18.73 -6.52 -26.21
N 19.60 -7.23 -24.23
C 19.53 -7.22 -22.74
C 20.91 -7.78 -24.81
H 17.86 -6.26 -24.39
H 18.52 -6.99 -22.39
H 20.07 -6.39 -22.29
H 19.87 -8.20 -22.42
H 21.16 -7.56 -25.85
H 21.57 -7.26 -24.11
H 20.96 -8.82 -24.48
C 15.11 -6.53 -28.60
O 16.22 -6.58 -28.05
N 14.32 -7.58 -28.94
C 14.86 -8.97 -28.84
C 13.17 -7.39 -29.80
H 14.70 -5.52 -28.76
H 15.33 -9.30 -29.77
H 14.05 -9.68 -28.64
H 15.55 -9.12 -28.01
H 13.31 -7.72 -30.83
H 12.37 -8.05 -29.46
H 12.80 -6.37 -29.80

2S+1 ... 5
Gap between HOMO and LUMO (alpha / beta) ... 0.3327 / 0.2229 hartree
Net charge ... +1
DFT total energy ... -2605.5456 Eh
Lowest unoccupied orbital energy (alpha / beta) ... -1.7 / -4.3 eV
Expectation value of S² ... 6.0130
Energy relative to the best compared isomer or geometry (same formula, charge and spin) ... 69.7 kJ/mol